[1]
The following is a quantum chemistry calculation of a molecular structure, C2H5NO in a non-equilibrium geometry, from OMol25.

Each line ends with the natural charge from an NBO analysis.
Element x y z (Å)
O  1.40  -0.18  1.21  -0.429
C  0.47  -0.39  0.45  0.360
C  0.13  -1.56  -0.19  -0.575
N  -0.58  1.64  -0.48  -0.783
H  0.16  0.57  -0.15  0.258
H  0.86  -2.36  -0.02  0.248
H  -0.68  -1.56  -0.90  0.221
H  -0.23  2.37  0.15  0.351
H  -1.51  1.47  -0.08  0.348

Results
HOMO level (eV): -8.876
Energy relative to the best compared isomer or geometry (same formula, charge and spin) (kcal/mol): 123.0
Kohn-Sham gap (eV): 6.90

[2]
The following is a quantum chemistry calculation of 2 unconnected molecules or ions with the total composition C2H9NO in a non-equilibrium geometry, from OMol25.

Each line ends with the natural charge from an NBO analysis.
Element x y z (Å)
C  -0.71  -1.39  0.62  -0.217
O  -0.53  -0.02  0.42  -0.599
C  -1.27  1.16  0.47  -0.221
H  -0.04  -1.73  1.40  0.180
H  -0.46  -1.88  -0.33  0.177
H  -1.74  -1.60  0.91  0.164
H  -1.38  1.51  -0.56  0.173
H  -0.74  1.92  1.04  0.180
H  -2.25  0.99  0.95  0.166
N  2.41  0.16  -1.05  -1.092
H  1.55  0.49  -0.65  0.377
H  2.81  0.98  -1.49  0.350
H  2.34  -0.58  -1.73  0.360

Results
SMILES: COC.N
HOMO level (eV): -9.540
Energy relative to the best compared isomer or geometry (same formula, charge and spin) (kcal/mol): 30.5
Kohn-Sham gap (eV): 10.53

The lowest energy relative to the best compared isomer or geometry (same formula, charge and spin) belongs to which entry? C2H9NO

What is the Kohn-Sham gap in the second record? 10.53 eV

Which formula does entry 2 have? C2H9NO

What is the formula in the first record? C2H5NO